Entry 1:
This record from the Open Molecules 2025 dataset describes C24H16I3N3O3ReS3 as an isolated structure in a non-equilibrium geometry. The level of theory is ωB97M-V/def2-TZVPD.

```
53
Properties=species:S:1:pos:R:3
Re 1.65 1.40 -0.35
C -0.89 4.52 -1.01
C -1.87 3.39 -1.10
N -3.16 3.66 -1.20
C -4.03 2.64 -1.31
C -3.65 1.32 -1.36
C -4.70 0.26 -1.50
O -4.60 -0.50 -2.70
C -2.28 1.01 -1.26
C -1.84 -0.39 -1.38
N -0.65 -0.73 -1.17
C -0.20 -2.05 -1.30
C -0.90 -3.18 -0.88
C -0.32 -4.44 -0.98
C 0.95 -4.59 -1.50
C 1.67 -3.48 -1.93
C 1.09 -2.23 -1.81
I 2.11 -0.51 -2.43
C -1.38 2.06 -1.11
O -0.06 1.90 -1.02
H -1.42 5.47 -1.10
H -0.14 4.45 -1.81
H -0.35 4.50 -0.07
H -5.08 2.91 -1.37
H -5.69 0.73 -1.42
H -4.63 -0.47 -0.69
H -4.71 0.11 -3.45
H -2.58 -1.12 -1.73
H -1.89 -3.05 -0.45
H -0.88 -5.30 -0.64
H 1.40 -5.58 -1.58
H 2.66 -3.59 -2.33
I 6.30 -0.11 1.29
C 4.43 -0.57 2.06
C 4.31 -1.35 3.24
C 3.09 -1.68 3.75
I 3.00 -2.83 5.49
C 1.90 -1.23 3.11
C 0.57 -1.50 3.52
C -0.47 -0.99 2.81
C -0.22 -0.19 1.67
N 1.00 0.06 1.26
C 2.05 -0.45 1.96
C 3.31 -0.12 1.42
O 3.33 0.61 0.29
H 5.21 -1.69 3.73
H 0.40 -2.12 4.39
H -1.50 -1.18 3.10
H -1.03 0.26 1.11
S 3.32 5.57 0.14
C 2.72 4.09 -0.06
S 2.81 3.11 -1.52
S 1.83 3.19 1.17
```

Results
LUMO energy (spin up / spin down): -1.3191 / -1.0889 eV
total energy: -94699.42070 eV
<S²>: 0.758
ΔE to the lowest compared entry with this formula, charge and spin: 168.4 kJ/mol
spin multiplicity: 2
E_HOMO (spin up / spin down): -7.75 / -8.06 eV
orbital gap (spin up / spin down): 6.427 / 6.967 eV
total charge: 0

Entry 2:
This record from the Open Molecules 2025 dataset describes C24H16I3N3O3ReS3 as an isolated structure. The level of theory is ωB97M-V/def2-TZVPD.

```
53
Properties=species:S:1:pos:R:3
Re -0.27 1.11 -1.45
C -4.26 -0.09 -3.06
C -4.04 -0.49 -1.64
N -4.87 -1.35 -1.07
C -4.66 -1.71 0.20
C -3.62 -1.25 0.98
C -3.46 -1.76 2.39
O -3.51 -0.73 3.37
C -2.72 -0.33 0.39
C -1.59 0.15 1.17
N -0.60 0.83 0.70
C 0.51 1.00 1.60
C 1.19 -0.15 2.00
C 2.32 -0.06 2.79
C 2.79 1.18 3.19
C 2.10 2.33 2.83
C 0.96 2.24 2.03
I -0.08 4.00 1.64
C -2.94 0.03 -0.92
O -2.15 0.90 -1.59
H -5.15 -0.58 -3.45
H -3.39 -0.36 -3.67
H -4.37 0.99 -3.14
H -5.36 -2.42 0.62
H -2.50 -2.25 2.52
H -4.24 -2.51 2.58
H -4.37 -0.31 3.34
H -1.59 -0.08 2.23
H 0.84 -1.11 1.64
H 2.85 -0.97 3.07
H 3.67 1.26 3.81
H 2.44 3.29 3.17
I 0.07 -4.13 -0.85
C 1.56 -2.70 -0.87
C 2.90 -3.07 -0.62
C 3.90 -2.13 -0.57
I 5.85 -2.76 -0.20
C 3.60 -0.76 -0.76
C 4.52 0.31 -0.71
C 4.08 1.60 -0.86
C 2.72 1.85 -1.07
N 1.83 0.87 -1.14
C 2.26 -0.42 -1.00
C 1.21 -1.39 -1.08
O 0.01 -0.94 -1.29
H 3.13 -4.11 -0.47
H 5.57 0.10 -0.54
H 4.76 2.43 -0.81
H 2.33 2.86 -1.17
S -0.11 4.06 -4.88
C -0.02 2.98 -3.69
S -0.09 3.33 -1.94
S 0.02 1.23 -3.78
```

Results
LUMO energy (spin up / spin down): -1.4355 / -1.4084 eV
total energy: -94700.28356 eV
<S²>: 0.779
ΔE to the lowest compared entry with this formula, charge and spin: 85.1 kJ/mol
spin multiplicity: 2
E_HOMO (spin up / spin down): -7.77 / -7.87 eV
orbital gap (spin up / spin down): 6.333 / 6.466 eV
total charge: 0

Entry 3:
This record from the Open Molecules 2025 dataset describes C24H17BrN5O3ReS2 as an isolated structure. The level of theory is ωB97M-V/def2-TZVPD.

```
53
Properties=species:S:1:pos:R:3
Re -0.15 2.53 1.97
S -1.84 3.41 0.58
C -2.96 2.64 1.70
S -2.05 1.86 3.01
C -4.31 2.64 1.61
C -4.94 3.31 0.52
N -5.42 3.82 -0.39
C -5.09 1.97 2.59
N -5.71 1.44 3.39
Br 1.93 3.43 -3.23
C 2.21 3.32 -1.38
C 1.48 4.12 -0.52
C 1.64 3.97 0.86
C 2.55 3.02 1.37
C 3.34 2.29 0.49
C 3.16 2.43 -0.88
C 2.56 2.70 2.84
O 3.51 2.42 3.50
O 1.28 2.61 3.29
H 0.80 4.87 -0.91
H 1.20 4.72 1.51
H 4.06 1.59 0.89
H 3.75 1.83 -1.56
C -2.99 -4.60 0.60
C -1.92 -4.08 -0.31
C -2.04 -2.84 -0.93
C -1.05 -2.35 -1.77
C 0.10 -3.09 -1.98
N 1.16 -2.64 -2.81
C 1.47 -1.37 -3.21
O 2.00 -1.10 -4.25
N 1.13 -0.33 -2.31
C 1.16 -0.33 -0.94
C 1.73 -1.34 -0.15
C 1.70 -1.23 1.23
C 1.13 -0.12 1.82
N 0.60 0.86 1.07
C 0.59 0.76 -0.27
C 0.24 -4.33 -1.37
C -0.77 -4.82 -0.55
H -3.95 -4.13 0.39
H -2.75 -4.41 1.64
H -3.12 -5.68 0.48
H -2.94 -2.26 -0.79
H -1.21 -1.41 -2.28
H 1.59 -3.34 -3.40
H 1.13 0.57 -2.78
H 2.20 -2.19 -0.62
H 2.13 -2.00 1.85
H 1.10 0.02 2.89
H 0.13 1.57 -0.82
H 1.13 -4.92 -1.55
H -0.65 -5.79 -0.10
```

Results
LUMO energy (spin up / spin down): -5.2184 / -5.7823 eV
total energy: -132593.12843 eV
<S²>: 3.773
spin multiplicity: 4
E_HOMO (spin up / spin down): -11.39 / -11.39 eV
orbital gap (spin up / spin down): 6.171 / 5.609 eV
total charge: +1

Entry 4:
This record from the Open Molecules 2025 dataset describes C24H17N5S6W as an isolated structure in a non-equilibrium geometry. The level of theory is ωB97M-V/def2-TZVPD.

```
53
Properties=species:S:1:pos:R:3
W -0.48 -0.07 -0.30
C -4.26 1.53 3.65
C -4.67 1.01 2.43
C -3.80 0.97 1.35
C -2.51 1.46 1.49
C -2.09 1.98 2.71
C -2.96 2.01 3.79
N -1.55 1.44 0.42
C -1.04 2.71 0.13
C -1.76 3.90 0.13
C -1.12 5.07 -0.24
C 0.21 5.07 -0.62
C 0.93 3.88 -0.64
C 0.30 2.71 -0.25
N 0.91 1.44 -0.36
N 1.12 0.69 0.82
C 2.09 -0.25 0.41
C 3.23 -0.63 1.08
C 4.02 -1.62 0.50
C 3.64 -2.20 -0.69
C 2.45 -1.80 -1.28
N 1.70 -0.85 -0.74
H -4.94 1.55 4.49
H -5.68 0.63 2.32
H -4.11 0.57 0.40
H -1.08 2.34 2.81
H -2.63 2.41 4.74
H -2.81 3.90 0.41
H -1.68 6.00 -0.26
H 0.69 5.99 -0.92
H 1.96 3.84 -0.96
H 3.48 -0.15 2.01
H 4.93 -1.94 1.00
H 4.24 -2.97 -1.16
H 2.05 -2.25 -2.18
S -3.31 -0.03 -2.01
C -1.98 0.59 -2.79
N -0.72 0.58 -2.31
C 0.20 1.12 -3.25
C 1.59 1.20 -3.16
C 2.31 1.75 -4.21
C 1.68 2.23 -5.35
C 0.31 2.15 -5.47
C -0.41 1.59 -4.42
S -2.13 1.31 -4.36
H 2.10 0.85 -2.29
H 3.39 1.81 -4.13
H 2.26 2.66 -6.16
H -0.20 2.50 -6.35
S -0.47 -2.85 -2.83
S -1.49 -2.24 -1.24
S -1.64 -1.14 1.56
S -0.21 -2.31 0.65
```

Results
LUMO energy (spin up / spin down): -0.8836 / -0.8831 eV
total energy: -99452.95410 eV
ΔE to the lowest compared entry with this formula, charge and spin: 192.0 kJ/mol
E_HOMO (spin up / spin down): -7.66 / -7.66 eV
orbital gap (spin up / spin down): 6.776 / 6.776 eV
total charge: 0

Entry 5:
This record from the Open Molecules 2025 dataset describes C24H18AsF9N4PReS5 as an isolated structure in a non-equilibrium geometry. The level of theory is ωB97M-V/def2-TZVPD.

```
63
Properties=species:S:1:pos:R:3
Re 0.60 -1.54 -1.05
C -0.34 -5.96 1.85
C 0.68 -4.89 1.89
N 1.75 -4.85 2.64
N 2.41 -3.73 2.32
C 1.80 -3.03 1.38
S 2.09 -1.47 0.67
N 0.69 -3.74 1.11
N -0.22 -3.28 0.13
H -0.16 -6.64 2.69
H -0.25 -6.54 0.93
H -1.34 -5.56 1.94
H 3.30 -3.53 2.79
H -1.11 -3.04 0.58
H -0.37 -4.05 -0.53
S 2.51 -2.33 -5.86
As 1.33 -2.44 -4.10
S 0.24 -0.74 -3.17
S 1.91 -3.13 -2.10
S 0.69 -3.55 -5.80
F -4.13 4.24 -4.38
C -3.02 4.79 -3.89
F -2.28 5.23 -4.89
F -3.37 5.82 -3.12
C -2.27 3.76 -3.06
C -2.95 3.11 -2.03
C -2.31 2.15 -1.24
C -0.94 1.87 -1.49
C -0.28 2.54 -2.53
C -0.94 3.48 -3.31
P 0.05 0.84 -0.45
C 1.40 1.82 0.15
C 1.10 2.94 0.93
C 2.13 3.75 1.37
C 3.45 3.46 1.02
C 3.74 2.36 0.22
C 2.72 1.53 -0.21
C 4.55 4.39 1.48
F 5.74 3.82 1.35
F 4.53 5.50 0.76
F 4.37 4.71 2.76
C -0.96 -0.02 0.72
C -0.63 -0.15 2.09
C -1.40 -0.96 2.89
C -2.48 -1.67 2.34
C -2.84 -1.53 1.01
C -2.08 -0.72 0.19
C -3.20 -2.70 3.22
F -4.41 -2.96 2.77
F -3.23 -2.34 4.48
F -2.46 -3.84 3.11
H -3.99 3.35 -1.83
H -2.85 1.69 -0.43
H 0.78 2.36 -2.71
H -0.41 4.00 -4.10
H 0.08 3.19 1.20
H 1.92 4.61 1.99
H 4.77 2.16 -0.06
H 2.95 0.69 -0.86
H 0.20 0.40 2.50
H -1.19 -1.04 3.95
H -3.73 -2.03 0.63
H -2.36 -0.57 -0.85
```

Results
LUMO energy (spin up / spin down): -15.3585 / -15.6934 eV
total energy: -181989.55015 eV
E_HOMO (spin up / spin down): -20.06 / -20.06 eV
orbital gap (spin up / spin down): 4.701 / 4.362 eV
total charge: +4

Entry 6:
This record from the Open Molecules 2025 dataset describes an isolated molecule of C24H18OS2 in a non-equilibrium geometry. The level of theory is ωB97M-V/def2-TZVPD.

```
45
Properties=species:S:1:pos:R:3
O 2.85 -1.14 -0.26
S -3.32 0.01 1.21
S -0.17 2.01 -3.03
C 4.64 -1.56 3.45
C -4.28 -3.36 -1.72
C 5.17 -2.23 2.36
C 3.33 -0.95 3.42
C -3.03 -3.17 -1.27
C -5.30 -2.52 -1.30
C 2.88 2.64 -0.34
C -2.63 3.61 -0.33
C 4.51 -2.10 1.18
C 2.77 -0.87 2.12
C 3.20 1.36 0.10
C -2.73 -2.13 -0.29
C -5.06 -1.52 -0.29
C 1.87 2.83 -1.36
C -3.07 2.54 0.35
C -1.77 3.37 -1.34
C 1.68 0.42 -1.52
C -1.84 1.04 -0.92
C 3.34 -1.35 1.01
C 2.61 0.23 -0.52
C -3.76 -1.33 0.18
C 1.20 1.70 -1.90
C -2.72 1.25 0.05
C -1.40 2.13 -1.76
H 5.26 -1.38 4.31
H -4.37 -4.01 -2.56
H 6.14 -2.60 2.38
H 2.86 -0.52 4.36
H -2.23 -3.80 -1.61
H -6.35 -2.54 -1.68
H 3.43 3.47 0.03
H -2.89 4.65 -0.15
H 4.98 -2.36 0.24
H 1.72 -0.34 2.18
H 3.98 1.15 0.74
H -1.69 -1.99 0.06
H -5.87 -0.90 0.00
H 1.54 3.76 -1.77
H -3.82 2.73 1.09
H -1.38 4.19 -1.96
H 1.18 -0.46 -1.84
H -1.49 0.00 -1.09
```

Results
LUMO energy: 0.6406 eV
total energy: -48895.62767 eV
SMILES: c1ccc(Oc2cccc(Sc3cccc(Sc4ccccc4)c3)c2)cc1
ΔE to the lowest compared entry with this formula, charge and spin: 183.0 kJ/mol
E_HOMO: -8.55 eV
orbital gap: 9.186 eV
total charge: 0

Entry 7:
This record from the Open Molecules 2025 dataset describes C24H19AsEuO5 as an isolated structure in a non-equilibrium geometry. The level of theory is ωB97M-V/def2-TZVPD.

```
50
Properties=species:S:1:pos:R:3
Eu -0.01 -0.56 0.10
C -0.07 1.13 1.84
O -0.07 1.73 2.83
C 0.00 1.98 -0.98
O -0.01 2.98 -1.42
C -2.28 0.02 -0.02
O -3.39 0.00 0.01
C 2.29 0.07 -0.11
O 3.41 0.01 0.02
C 0.00 -1.82 -1.85
H 0.96 -2.30 -1.45
H -0.95 -2.31 -1.46
C 0.00 -0.58 -2.43
H -0.94 -0.05 -2.71
H 0.94 -0.05 -2.71
O 0.94 -1.67 1.60
As 0.74 -1.79 3.28
C -1.14 -2.19 3.54
C -2.08 -2.30 2.50
C -3.42 -2.58 2.80
C -3.84 -2.77 4.13
C -2.90 -2.68 5.17
C -1.56 -2.39 4.87
C 1.91 -3.22 3.72
C 1.39 -4.30 4.44
C 2.27 -5.27 4.93
C 3.65 -5.17 4.71
C 4.15 -4.08 3.98
C 3.29 -3.09 3.48
C 1.36 -0.21 4.20
C 0.51 0.38 5.15
C 0.94 1.48 5.88
C 2.22 2.01 5.67
C 3.06 1.42 4.72
C 2.64 0.31 3.98
H -1.78 -2.18 1.44
H -4.16 -2.66 1.99
H -4.89 -3.00 4.36
H -3.20 -2.82 6.20
H -0.83 -2.31 5.69
H 0.31 -4.37 4.62
H 1.86 -6.12 5.49
H 4.33 -5.93 5.10
H 5.23 -3.99 3.81
H 3.68 -2.24 2.92
H -0.51 -0.02 5.29
H 0.27 1.94 6.60
H 2.56 2.89 6.25
H 4.06 1.83 4.54
H 3.28 -0.13 3.21
```

Results
LUMO energy (spin up / spin down): -7.3343 / -7.2670 eV
total energy: -115582.57040 eV
<S²>: 15.761
spin multiplicity: 8
E_HOMO (spin up / spin down): -14.56 / -14.57 eV
orbital gap (spin up / spin down): 7.229 / 7.299 eV
total charge: +2

Entry 8:
This record from the Open Molecules 2025 dataset describes C24H19AuF6N7PSeTe as an isolated structure. The level of theory is ωB97M-V/def2-TZVPD.

```
60
Properties=species:S:1:pos:R:3
Au -2.10 4.54 -0.17
Se -3.13 12.43 0.21
N -2.16 11.52 -0.92
C -2.28 10.25 -0.60
C -1.64 9.18 -1.29
C -0.79 9.41 -2.38
C -0.20 8.34 -3.00
C -0.48 7.07 -2.51
N -1.29 6.83 -1.46
C -1.86 7.85 -0.85
C -2.75 7.55 0.31
N -2.92 6.28 0.70
C -3.73 6.02 1.74
C -4.39 7.01 2.46
C -4.22 8.32 2.08
C -3.39 8.59 0.99
C -3.17 9.96 0.55
N -3.72 10.99 1.11
H -0.62 10.43 -2.72
H 0.46 8.46 -3.85
H -0.04 6.19 -2.96
H -3.84 4.98 2.01
H -5.02 6.73 3.29
H -4.71 9.13 2.60
N 1.74 -5.30 1.12
C 1.33 -4.29 0.78
C 0.80 -3.02 0.35
C 1.40 -2.35 -0.72
C 0.90 -1.12 -1.13
C -0.20 -0.59 -0.47
C -0.81 -1.25 0.58
C -0.30 -2.47 1.00
N -0.73 0.67 -0.91
C -1.01 1.03 -2.21
C -1.46 2.31 -2.16
N -1.47 2.73 -0.84
C -1.01 1.71 -0.12
H 2.26 -2.78 -1.21
H 1.37 -0.58 -1.94
H -1.68 -0.83 1.06
H -0.76 -3.00 1.82
H -0.89 0.35 -3.03
H -1.80 2.94 -2.96
H -0.87 1.71 0.95
F 3.79 -9.62 1.38
P 3.33 -8.50 0.28
F 1.86 -8.78 0.66
F 2.60 -12.00 0.30
F 4.16 -7.47 1.06
F 2.89 -7.43 -0.78
F 4.01 -9.35 -0.80
C 5.38 -12.35 1.16
Te 3.44 -12.44 1.91
C 3.19 -14.49 1.63
H 6.01 -13.00 1.77
H 5.73 -11.32 1.20
H 5.34 -12.72 0.13
H 3.55 -14.75 0.64
H 2.13 -14.72 1.74
H 3.76 -15.01 2.41
```

Results
LUMO energy (spin up / spin down): -8.3154 / -11.3340 eV
total energy: -137532.33740 eV
<S²>: 0.787
ΔE to the lowest compared entry with this formula, charge and spin: 0.7 kJ/mol
spin multiplicity: 2
E_HOMO (spin up / spin down): -15.08 / -15.08 eV
orbital gap (spin up / spin down): 6.760 / 3.741 eV
total charge: +3

- What is the total charge in the eighth record?
  +3

Repeat the first record exactly.
This record from the Open Molecules 2025 dataset describes C24H16I3N3O3ReS3 as an isolated structure in a non-equilibrium geometry. The level of theory is ωB97M-V/def2-TZVPD.

```
53
Properties=species:S:1:pos:R:3
Re 1.65 1.40 -0.35
C -0.89 4.52 -1.01
C -1.87 3.39 -1.10
N -3.16 3.66 -1.20
C -4.03 2.64 -1.31
C -3.65 1.32 -1.36
C -4.70 0.26 -1.50
O -4.60 -0.50 -2.70
C -2.28 1.01 -1.26
C -1.84 -0.39 -1.38
N -0.65 -0.73 -1.17
C -0.20 -2.05 -1.30
C -0.90 -3.18 -0.88
C -0.32 -4.44 -0.98
C 0.95 -4.59 -1.50
C 1.67 -3.48 -1.93
C 1.09 -2.23 -1.81
I 2.11 -0.51 -2.43
C -1.38 2.06 -1.11
O -0.06 1.90 -1.02
H -1.42 5.47 -1.10
H -0.14 4.45 -1.81
H -0.35 4.50 -0.07
H -5.08 2.91 -1.37
H -5.69 0.73 -1.42
H -4.63 -0.47 -0.69
H -4.71 0.11 -3.45
H -2.58 -1.12 -1.73
H -1.89 -3.05 -0.45
H -0.88 -5.30 -0.64
H 1.40 -5.58 -1.58
H 2.66 -3.59 -2.33
I 6.30 -0.11 1.29
C 4.43 -0.57 2.06
C 4.31 -1.35 3.24
C 3.09 -1.68 3.75
I 3.00 -2.83 5.49
C 1.90 -1.23 3.11
C 0.57 -1.50 3.52
C -0.47 -0.99 2.81
C -0.22 -0.19 1.67
N 1.00 0.06 1.26
C 2.05 -0.45 1.96
C 3.31 -0.12 1.42
O 3.33 0.61 0.29
H 5.21 -1.69 3.73
H 0.40 -2.12 4.39
H -1.50 -1.18 3.10
H -1.03 0.26 1.11
S 3.32 5.57 0.14
C 2.72 4.09 -0.06
S 2.81 3.11 -1.52
S 1.83 3.19 1.17
```

Results
LUMO energy (spin up / spin down): -1.3191 / -1.0889 eV
total energy: -94699.42070 eV
<S²>: 0.758
ΔE to the lowest compared entry with this formula, charge and spin: 168.4 kJ/mol
spin multiplicity: 2
E_HOMO (spin up / spin down): -7.75 / -8.06 eV
orbital gap (spin up / spin down): 6.427 / 6.967 eV
total charge: 0